Below is a molecular structure, C4H3N5, with properties calculated with ωB97M-V/def2-TZVPD.

Its HOMO-LUMO gap is 9.92 eV. The net charge is 0. For the energy relative to the best compared isomer or geometry (same formula, charge and spin), the calculation gives 4.2897 eV. The value obtained for the LUMO energy is -0.02613 Eh. The calculation puts the calculated total energy at -11640.2942 eV.

Cartesian coordinates (Å):
C -1.08404 -1.17353 0.56341
C -0.15267 -0.51335 -0.22354
C -0.43705 0.64402 -1.17480
C 1.11268 0.02271 1.19030
N -1.89513 -1.66675 1.19067
N 0.71418 -0.97335 -1.33879
N 0.48076 0.01562 -2.09266
N -1.67489 1.30024 -1.28553
N -0.77365 1.97716 -0.89718
H 0.89779 0.98165 1.59704
H 1.92834 0.15893 0.52365
H 0.88368 -0.77336 1.94742

Cartesian forces (eV/Å) of the 6 atoms listed first:
C -0.43 -0.73 -0.86
C 3.78 3.37 1.94
C 0.50 -2.53 1.52
C -3.18 -1.55 -1.82
N -1.03 -0.66 1.04
N -0.59 -0.05 -0.27



Below is a single C4H3NO molecule, with properties calculated with ωB97M-V/def2-TZVPD.

The structure (SMILES) is C#CC(O)=C=N. Its HOMO-LUMO gap is 9.26 eV. The net charge is 0. For the energy relative to the best compared isomer or geometry (same formula, charge and spin), the calculation gives 2.4308 eV. The value obtained for the LUMO energy is 0.02140 Eh. The calculation puts the calculated total energy at -7730.3132 eV.

Cartesian coordinates (Å):
C 2.32961 0.29462 -0.16844
C 1.12757 0.35115 -0.08828
C -0.30071 0.36046 -0.03719
O -1.02883 1.37811 -0.63510
C -0.95729 -0.69798 0.40417
N -1.59571 -1.67605 0.77383
H 3.39208 0.23910 -0.25616
H -1.22050 2.05403 0.02656
H -1.74622 -2.30344 -0.01938

Cartesian forces (eV/Å) of the 6 atoms listed first:
C -0.44 0.06 0.03
C 0.47 0.01 -0.04
C 0.06 -0.35 0.08
O -0.02 0.26 0.14
C -0.18 -0.32 -0.12
N 0.35 0.55 -0.22



Below is a single C4H3NO molecule, with properties calculated with ωB97M-V/def2-TZVPD.

The structure (SMILES) is C=CC(=O)C#N. Its HOMO-LUMO gap is 10.13 eV. The net charge is 0. For the energy relative to the best compared isomer or geometry (same formula, charge and spin), the calculation gives 0.6766 eV. The value obtained for the LUMO energy is -0.03361 Eh. The calculation puts the calculated total energy at -7732.0674 eV.

Cartesian coordinates (Å):
C 0.35779 -1.51403 -0.66398
C 0.04692 -0.23067 -0.49039
C 0.15666 0.57981 0.85037
O 0.76617 0.19822 1.81798
C -0.62369 1.85997 0.75207
N -1.31541 2.69283 0.46285
H 0.17451 -1.93737 -1.67262
H 0.66464 -2.19077 0.13504
H -0.22758 0.54201 -1.19132

Cartesian forces (eV/Å) of the 6 atoms listed first:
C -0.79 0.28 -0.75
C 0.54 1.65 2.03
C 0.50 -2.06 -0.53
O -0.62 0.78 -0.47
C 2.57 -3.44 0.93
N -2.24 2.97 -0.78



Below is a single C4H3NO molecule, with properties calculated with ωB97M-V/def2-TZVPD.

The structure (SMILES) is C#C[C@H]1N=C1O. Its HOMO-LUMO gap is 10.23 eV. The net charge is 0. For the energy relative to the best compared isomer or geometry (same formula, charge and spin), the calculation gives 2.4988 eV. The value obtained for the LUMO energy is 0.01793 Eh. The calculation puts the calculated total energy at -7730.2452 eV.

Cartesian coordinates (Å):
C -0.96210 -1.17358 -1.88338
C -0.68808 -0.79210 -0.77457
C -0.38141 -0.32711 0.56261
N 1.08831 -0.43036 1.06712
C 0.59882 0.69041 0.80365
O 0.87670 1.97975 0.76154
H -1.19186 -1.51376 -2.86925
H -1.14619 -0.53007 1.31199
H 1.80582 2.09682 1.02029

Cartesian forces (eV/Å) of the 6 atoms listed first:
C 0.13 0.14 0.41
C -0.12 -0.14 -0.45
C -0.33 -0.03 -0.05
N -0.03 0.52 -0.07
C 0.19 -0.47 0.09
O 0.10 -0.14 0.04



Below is a single C4H3NO molecule, with properties calculated with ωB97M-V/def2-TZVPD.

Its HOMO-LUMO gap (alpha / beta) is 8.58 / 8.58 eV. The net charge is 0. For the energy relative to the best compared isomer or geometry (same formula, charge and spin), the calculation gives 5.2229 eV. The value obtained for the LUMO energy (alpha / beta) is -0.00660 / -0.00658 Eh. The calculation puts the calculated total energy at -7727.5211 eV.

Cartesian coordinates (Å):
C -0.28981 -0.05202 -0.58498
C 0.56807 1.09303 -0.78758
C -0.71409 0.14855 0.74404
C -0.65034 1.35448 1.59633
N -0.51055 0.01922 2.07006
O 0.76565 1.91091 0.05489
H -0.56897 -0.97590 -1.24241
H 1.09646 1.09498 -1.83013
H -0.49292 -0.70981 2.77009

Cartesian forces (eV/Å) of the 6 atoms listed first:
C -1.99 -1.60 1.21
C -0.21 -2.19 -4.32
C 1.42 0.04 -0.42
C -0.26 -1.62 0.97
N -1.22 0.58 -1.91
O 1.47 2.13 1.32



Below is a single C4H3NO molecule, with properties calculated with ωB97M-V/def2-TZVPD.

The structure (SMILES) is N#C/C=C\C=O. Its HOMO-LUMO gap is 8.88 eV. The net charge is 0. For the energy relative to the best compared isomer or geometry (same formula, charge and spin), the calculation gives 2.2559 eV. The value obtained for the LUMO energy is -0.04753 Eh. The calculation puts the calculated total energy at -7730.4881 eV.

Cartesian coordinates (Å):
N -2.75599 -1.04745 -0.24929
C -1.81225 -0.40390 0.17928
C -0.82990 0.73503 0.03595
C 0.61109 0.63761 -0.26897
C 1.34141 -0.76149 -0.05033
O 0.68416 -1.75973 -0.00083
H -1.13727 1.66520 0.52510
H 1.41304 1.48321 -0.43658
H 2.48570 -0.54848 0.26568

Cartesian forces (eV/Å) of the 6 atoms listed first:
N 5.09 3.20 2.96
C -3.32 -1.44 -3.82
C 4.62 -1.03 0.66
C -2.14 -0.75 1.10
C -0.75 2.59 0.24
O 1.29 -0.21 -0.02



Below is a single C4H3NO molecule, with properties calculated with ωB97M-V/def2-TZVPD.

Its HOMO-LUMO gap (alpha / beta) is 7.25 / 7.89 eV. Its expectation value of S² is 2.006. The net charge is 0. For the energy relative to the best compared isomer or geometry (same formula, charge and spin), the calculation gives 3.5430 eV. The multiplicity is 3. The value obtained for the LUMO energy (alpha / beta) is 0.01622 / -0.09346 Eh. The calculation puts the calculated total energy at -7725.9431 eV.

Cartesian coordinates (Å):
C 0.84410 1.18933 0.45082
C -0.02129 -1.41315 0.26573
C 0.24418 -0.05456 -0.40960
C -0.64450 1.01558 -0.41766
N 0.20261 2.11336 -0.10741
O -0.99288 -2.11957 0.14034
H 0.80389 -1.46583 1.08934
H 1.18975 -0.22060 -1.12014
H -1.62586 0.95543 0.10859

Cartesian forces (eV/Å) of the 6 atoms listed first:
C 1.48 0.38 -0.36
C 0.26 1.52 1.72
C 4.62 -3.75 0.62
C -6.24 1.37 -2.55
N 1.24 0.23 2.25
O 1.44 0.75 -0.10



Below is 2 unconnected molecules or ions with the total composition C4H3NO2, with properties calculated with ωB97M-V/def2-TZVPD.

The structure (SMILES) is C#CC(=O)C#N.O. Its HOMO-LUMO gap is 9.96 eV. The net charge is 0. For the energy relative to the best compared isomer or geometry (same formula, charge and spin), the calculation gives 3.4924 eV. The value obtained for the LUMO energy is -0.04926 Eh. The calculation puts the calculated total energy at -9778.1942 eV.

Cartesian coordinates (Å):
C -0.56543 0.87832 -0.90395
C -0.92331 -0.16619 -0.43621
C -1.52148 -1.36528 0.04110
O -2.47969 -1.91222 -0.51106
C -0.94517 -1.90876 1.24545
N -0.69176 -2.23427 2.33533
H -0.33785 1.86020 -1.27215
O 2.44837 1.43727 -0.52688
H 2.41371 2.39802 -0.30052
H 2.60262 1.01292 0.32888

Cartesian forces (eV/Å) of the 6 atoms listed first:
C -0.16 0.35 0.13
C 0.00 0.65 -0.50
C -1.82 -1.11 -1.75
O 1.69 0.89 1.08
C 0.23 -0.86 3.01
N -0.16 0.46 -2.02